# 1
# C29H69Cl2N5O13P2

A cluster of 8 separate species, C29H69Cl2N5O13P2 in total in a non-equilibrium geometry (ωB97M-V/def2-TZVPD, the Open Molecules 2025 dataset).

Structure (ORCA input):
```
! RIJCOSX wB97M-V def2-TZVPD def2/J DEFGRID3
* xyz -1 2
C -3.286 -3.485 -2.495
O -2.073 -3.521 -2.165
N -4.184 -4.257 -1.838
C -5.550 -4.103 -2.296
C -4.096 -5.186 -0.743
H -3.741 -2.719 -3.141
H -5.693 -3.909 -3.359
H -6.140 -3.445 -1.658
H -6.119 -5.032 -2.263
H -3.044 -5.313 -0.487
H -4.610 -4.667 0.067
H -4.705 -6.071 -0.926
C -3.589 0.168 -3.902
O -4.613 -0.489 -4.198
N -3.199 1.222 -4.608
C -1.894 1.724 -4.642
C -4.036 1.883 -5.624
H -2.977 -0.113 -3.031
H -1.254 1.435 -5.476
H -1.358 1.537 -3.712
H -1.889 2.812 -4.715
H -3.494 1.907 -6.569
H -4.991 1.359 -5.596
H -4.253 2.917 -5.357
C 0.261 3.008 2.464
O 0.165 2.782 3.681
N -0.933 3.268 1.794
C -0.964 3.494 0.317
C -2.291 3.448 2.459
H 1.204 2.898 1.908
H -0.172 4.027 -0.208
H -1.884 4.017 0.055
H -1.117 2.594 -0.278
H -2.655 4.449 2.228
H -3.015 2.724 2.088
H -2.422 3.333 3.535
C -1.259 -4.309 2.156
O -1.962 -3.527 1.542
N -0.200 -4.948 1.589
C 0.754 -5.653 2.459
C 0.184 -4.551 0.207
H -1.470 -4.555 3.208
H 0.194 -6.105 3.277
H 1.546 -5.002 2.829
H 1.274 -6.503 2.017
H 0.886 -5.188 -0.331
H -0.767 -4.488 -0.322
H 0.656 -3.568 0.198
C -6.721 -3.062 3.923
O -7.729 -3.649 4.369
N -5.914 -3.579 2.946
C -4.667 -2.912 2.603
C -6.423 -4.778 2.218
H -6.523 -2.022 4.226
H -4.921 -1.861 2.740
H -4.426 -2.936 1.540
H -3.733 -3.238 3.061
H -5.951 -5.740 2.415
H -7.425 -5.177 2.372
H -6.318 -4.697 1.136
Cl -0.528 -0.407 -2.083
C -0.613 -0.625 -0.326
C -2.076 -0.862 0.229
Cl -3.173 0.655 -0.096
H -0.180 0.194 0.248
H 0.052 -1.434 -0.025
H -2.244 -1.121 1.274
H -2.568 -1.671 -0.311
C 4.412 4.380 2.888
C 4.961 2.996 2.662
O 4.314 2.175 3.542
P 4.567 0.602 3.479
O 5.940 0.264 3.920
O 3.571 -0.130 4.622
C 2.202 0.295 4.751
C 1.163 -0.620 5.444
O 4.116 0.060 2.018
C 4.035 -1.308 1.966
C 3.105 -1.845 0.887
H 3.338 4.442 3.064
H 4.711 4.694 3.888
H 4.633 5.126 2.124
H 4.769 2.535 1.693
H 6.020 2.866 2.887
H 2.039 1.320 5.084
H 1.806 0.364 3.738
H 0.452 -0.035 6.028
H 0.608 -1.212 4.717
H 1.492 -1.509 5.981
H 5.077 -1.553 1.761
H 3.915 -1.752 2.954
H 3.158 -2.926 0.758
H 2.086 -1.484 1.029
H 3.296 -1.443 -0.108
C 6.400 2.715 -2.969
C 6.036 3.413 -1.659
O 4.826 4.134 -1.681
P 3.344 3.552 -1.651
O 2.882 3.149 -0.294
O 2.615 4.788 -2.352
C 3.228 5.680 -3.307
C 2.052 6.309 -4.133
O 3.348 2.323 -2.719
C 2.211 1.473 -2.707
C 2.785 0.226 -3.397
H 7.436 2.431 -3.153
H 5.728 1.880 -3.171
H 6.129 3.493 -3.682
H 5.854 2.850 -0.743
H 6.766 4.201 -1.474
H 3.911 6.381 -2.827
H 3.762 5.131 -4.083
H 2.579 6.487 -5.070
H 1.236 5.597 -4.253
H 1.705 7.258 -3.723
H 1.894 1.215 -1.697
H 1.358 1.941 -3.199
H 2.090 -0.596 -3.231
H 3.238 0.408 -4.372
H 3.652 -0.117 -2.833
*
```

Expectation value of S²   0.750
Orbital gap (alpha / beta)   1.4 / 9.2 eV

---

# 2
# C4H7NO

The molecule C4H7NO (ωB97M-V/def2-TZVPD, the Open Molecules 2025 dataset).

Structure (ORCA input):
```
! RIJCOSX wB97M-V def2-TZVPD def2/J DEFGRID3
* xyz 0 1
C -1.642 -0.057 -0.301
C -0.197 -0.510 -0.094
C 0.878 0.443 -0.677
N 1.592 0.324 0.592
C 0.625 -0.404 1.222
O 0.557 -0.830 2.352
H -2.366 -0.583 0.328
H -1.759 1.023 -0.148
H -1.918 -0.252 -1.349
H -0.072 -1.525 -0.490
H 0.497 1.457 -0.851
H 1.428 0.076 -1.550
H 2.378 0.838 0.966
*
```

SMILES   C[C@H]1CNC1=O
Energy relative to the best compared isomer or geometry (same formula, charge and spin)   20.6 kcal per mole
Orbital gap   10.7 eV

---

# 3
# C23H47O6S

A cluster of 3 separate species, C23H47O6S in total in a non-equilibrium geometry (ωB97M-V/def2-TZVPD, the Open Molecules 2025 dataset).

Structure (ORCA input):
```
! RIJCOSX wB97M-V def2-TZVPD def2/J DEFGRID3
* xyz 1 1
C 0.245 -0.990 3.444
C -1.169 -1.548 3.344
O -2.057 -0.704 2.611
C -1.828 -0.833 1.272
S -2.832 0.314 0.285
C -2.535 2.050 0.731
C -3.693 2.665 1.520
C -4.141 2.014 2.847
C -3.445 2.548 4.108
C -1.935 2.293 4.270
C -1.107 3.584 4.426
C 0.013 3.717 3.399
C 0.971 2.548 3.373
C 2.093 2.721 2.346
C 3.090 1.540 2.476
O 2.993 0.624 1.415
C 2.620 -0.669 1.846
C -2.076 0.136 -1.366
C -0.715 0.831 -1.476
C -0.762 2.044 -2.348
O -1.746 2.516 -2.709
O 0.401 2.566 -2.735
H 0.623 -0.627 2.497
H 0.317 -0.208 4.185
H 0.872 -1.799 3.799
H -1.563 -1.596 4.348
H -1.161 -2.564 2.955
H -0.784 -0.724 0.974
H -2.142 -1.831 0.954
H -2.504 2.562 -0.228
H -1.559 2.210 1.157
H -3.438 3.694 1.752
H -4.530 2.709 0.835
H -5.186 2.285 2.960
H -4.142 0.932 2.769
H -3.939 2.105 4.960
H -3.631 3.614 4.099
H -1.493 1.691 3.496
H -1.820 1.721 5.182
H -1.737 4.460 4.333
H -0.662 3.631 5.412
H -0.374 3.972 2.414
H 0.607 4.579 3.690
H 1.456 2.395 4.333
H 0.500 1.596 3.114
H 2.594 3.669 2.467
H 1.648 2.620 1.359
H 2.878 1.047 3.422
H 4.083 1.966 2.562
H 1.533 -0.742 1.869
H 2.964 -1.406 1.137
H 3.044 -0.933 2.810
H -1.851 -0.920 -1.446
H -2.767 0.460 -2.127
H -0.043 0.126 -1.951
H -0.271 1.030 -0.511
H 1.013 2.620 -1.987
C -0.125 -1.721 -4.998
C 0.222 -2.424 -3.713
O 0.562 -1.803 -2.723
C 0.134 -3.922 -3.710
H -0.018 -0.646 -4.866
H 0.548 -2.049 -5.792
H -1.156 -1.943 -5.277
H 0.821 -4.330 -4.454
H -0.887 -4.236 -3.935
H 0.411 -4.301 -2.728
C 4.157 -3.964 -5.818
C 3.243 -4.722 -6.751
O 2.049 -4.776 -6.560
C 3.883 -5.408 -7.929
H 3.570 -3.520 -5.016
H 4.891 -4.642 -5.383
H 4.668 -3.169 -6.362
H 4.606 -6.148 -7.583
H 4.383 -4.674 -8.562
H 3.116 -5.912 -8.513
*
```

Energy relative to the best compared isomer or geometry (same formula, charge and spin)   0.0 kcal per mole
Orbital gap   9.4 eV

---

# 4
# C4H7N3

A cluster of 2 separate species, C4H7N3 in total in a non-equilibrium geometry (ωB97M-V/def2-TZVPD, the Open Molecules 2025 dataset).

Structure (ORCA input):
```
! RIJCOSX wB97M-V def2-TZVPD def2/J DEFGRID3
* xyz 0 1
H 2.873 -0.421 -0.701
N 2.188 0.328 -0.641
C 1.026 0.024 -0.256
C 0.712 -1.079 0.711
C 0.051 1.272 -0.238
C -1.104 1.361 0.406
H -0.081 -1.698 0.303
H 0.424 -0.713 1.694
H 1.555 -1.767 0.786
H 0.506 2.141 -0.694
H -1.727 2.234 0.283
H -1.576 0.478 0.813
N -1.953 -1.316 -1.059
N -2.895 -0.845 -1.408
*
```

SMILES   [H]/N=C(\C)C=C.N#N
Energy relative to the best compared isomer or geometry (same formula, charge and spin)   13.5 kcal per mole
Orbital gap   10.4 eV

---

# 5
# C2H3P3

The molecule C2H3P3 in a non-equilibrium geometry (ωB97M-V/def2-TZVPD, the Open Molecules 2025 dataset).

Structure (ORCA input):
```
! RIJCOSX wB97M-V def2-TZVPD def2/J DEFGRID3
* xyz 0 1
C 0.142 -0.928 1.843
C -0.172 0.807 -0.279
P -0.236 0.651 1.578
P 0.338 -0.709 -3.092
P 0.653 -0.689 -1.131
H 0.247 -1.520 2.640
H -1.176 0.701 -0.923
H 0.203 1.686 -0.637
*
```

Energy relative to the best compared isomer or geometry (same formula, charge and spin)   98.9 kcal per mole
Orbital gap (alpha / beta)   7.3 / 7.1 eV

---

# 6
# C3H7NOS

A cluster of 2 separate species, C3H7NOS in total in a non-equilibrium geometry (ωB97M-V/def2-TZVPD, the Open Molecules 2025 dataset).

Structure (ORCA input):
```
! RIJCOSX wB97M-V def2-TZVPD def2/J DEFGRID3
* xyz 0 1
C -1.515 -1.527 -0.512
C -0.600 -0.120 -0.458
C 0.853 -0.340 0.012
H -1.450 -2.068 0.505
H -1.025 -2.289 -1.079
H -2.599 -1.537 -0.832
H -0.762 0.169 -1.527
H -2.256 -0.488 1.301
H 1.125 -0.727 1.008
H 3.687 1.207 -0.100
N 1.676 0.460 -0.551
O 2.902 0.032 -0.018
S -1.506 0.886 0.655
*
```

Energy relative to the best compared isomer or geometry (same formula, charge and spin)   158.3 kcal per mole
Orbital gap   9.0 eV

---

# 7
# C24H21N2

The ion C24H21N2 with charge +1 in a non-equilibrium geometry (ωB97M-V/def2-TZVPD, the Open Molecules 2025 dataset).

Structure (ORCA input):
```
! RIJCOSX wB97M-V def2-TZVPD def2/J DEFGRID3
* xyz 1 1
C 4.682 0.035 1.024
N 3.284 -0.335 1.133
C 2.225 0.501 0.844
C 1.015 -0.155 0.998
C -0.226 0.517 0.450
C -1.366 -0.464 0.754
C -1.558 -1.583 -0.067
C -2.688 -2.406 0.096
C -3.590 -2.080 1.122
C -3.395 -0.990 1.998
C -2.278 -0.163 1.768
C -0.173 1.514 -0.938
C 0.982 2.148 -1.572
N 0.645 3.017 -2.555
C -0.755 3.193 -2.536
C -1.511 3.878 -3.523
C -2.906 3.685 -3.452
C -3.490 2.792 -2.533
C -2.686 2.113 -1.618
C -1.298 2.350 -1.558
C 1.366 -1.562 1.395
C 0.710 -2.736 1.804
C 1.453 -3.892 2.094
C 2.844 -3.906 1.987
C 3.555 -2.750 1.647
C 2.801 -1.608 1.441
H 5.267 -0.897 0.960
H 4.796 0.628 0.101
H 5.017 0.628 1.896
H 2.402 1.557 0.640
H -0.379 1.498 0.906
H -0.795 -1.864 -0.801
H -2.819 -3.301 -0.545
H -4.475 -2.690 1.270
H -4.064 -0.759 2.855
H -2.042 0.699 2.417
H -0.243 0.367 -1.283
H 2.004 1.871 -1.394
H 1.283 3.413 -3.279
H -1.026 4.522 -4.266
H -3.546 4.263 -4.150
H -4.552 2.650 -2.557
H -3.103 1.351 -0.957
H -0.374 -2.757 1.933
H 0.955 -4.807 2.394
H 3.415 -4.793 2.168
H 4.637 -2.689 1.491
*
```

SMILES   Cn1cc([C@H](c2ccccc2)[C@@H]2C=[NH+]c3ccccc32)c2ccccc21
Energy relative to the best compared isomer or geometry (same formula, charge and spin)   73.3 kcal per mole
Orbital gap   6.4 eV

---

# 8
# C6H11NP2

A cluster of 2 separate species, C6H11NP2 in total in a non-equilibrium geometry (ωB97M-V/def2-TZVPD, the Open Molecules 2025 dataset).

Structure (ORCA input):
```
! RIJCOSX wB97M-V def2-TZVPD def2/J DEFGRID3
* xyz 0 1
C -1.118 -1.912 -0.244
C -1.654 -0.595 -0.431
N -1.166 0.267 -1.272
P -1.733 1.837 -1.113
P -3.486 1.367 0.315
C -2.735 -0.181 0.441
H -0.074 -2.001 -0.759
H -1.920 -2.564 -0.754
H -1.118 -2.004 0.863
H -2.547 1.860 -2.140
H -3.038 -0.991 1.184
C 2.521 0.513 -0.919
C 1.920 0.935 0.147
C 2.337 0.471 1.573
H 2.249 0.848 -1.936
H 3.437 -0.063 -0.914
H 0.902 1.300 0.196
H 3.213 -0.141 1.555
H 1.566 -0.235 1.882
H 2.444 1.290 2.326
*
```

SMILES   CC1=N[PH]#P=C1.C=CC
Energy relative to the best compared isomer or geometry (same formula, charge and spin)   42.8 kcal per mole
Orbital gap   8.4 eV